# C30H37BrN2O6PRbS2

C30H37BrN2O6PRbS2 as an isolated structure (wB97M-V/def2-TZVPD, the OMol25 dataset).

Values from the calculation:
total charge	-2
max |F|	0.60	eV Å⁻¹
DFT total energy	-5462.2932	Eh

```
80
Properties=species:S:1:pos:R:3:forces:R:3
Rb 0.668644 0.121712 0.288250 -0.4 -0.2 -0.4
O 4.473454 -2.799830 1.132391 0.0 0.0 0.0
C 3.772935 -1.830781 0.814163 0.0 0.0 0.0
O 2.532511 -1.849806 0.537170 0.1 0.0 0.0
C 4.495729 -0.480174 0.624336 0.0 0.0 0.0
C 4.256998 0.102245 -0.788413 0.0 0.0 0.0
C 5.456885 0.972945 -1.180268 0.0 0.0 0.0
C 5.258987 2.175449 -0.220879 0.0 0.0 0.0
C 3.913337 1.821116 0.441017 0.0 0.0 0.0
O 3.238697 1.100523 -0.604235 0.1 0.0 0.1
C 4.093229 0.743659 1.509648 0.0 0.0 0.0
C 2.847072 0.581589 2.423162 0.1 0.0 0.0
O 2.843304 -0.409700 3.173727 0.0 0.0 0.0
O 1.963682 1.477567 2.339154 0.1 0.0 0.1
H 5.556039 -0.697378 0.755893 0.0 0.0 0.0
H 3.920905 -0.619496 -1.528563 0.0 0.0 0.0
H 5.375248 1.283496 -2.223187 0.0 0.0 0.0
H 6.407058 0.456063 -1.041823 0.0 0.0 0.0
H 5.190071 3.116848 -0.768995 0.0 0.0 0.0
H 6.057803 2.268404 0.517218 0.0 0.0 0.0
H 3.299622 2.656303 0.764935 0.0 0.0 0.0
H 4.916830 0.987246 2.187319 0.0 0.0 0.0
Br -1.804577 1.797056 -2.539501 0.0 0.0 0.0
C -2.291579 0.242673 -3.544584 0.0 0.0 0.0
C -3.317758 0.385669 -4.434747 0.0 0.0 0.0
C -3.717816 -0.725935 -5.209286 0.0 0.0 0.0
C -3.073573 -1.920213 -5.063437 0.0 0.0 0.0
C -2.013462 -2.072842 -4.132554 0.0 0.0 0.0
C -1.366268 -3.319435 -3.971254 0.0 0.0 0.0
C -0.375639 -3.444055 -3.034123 0.0 0.0 0.0
C 0.005361 -2.342705 -2.232733 0.0 0.0 0.0
C -0.553957 -1.074642 -2.325982 0.0 0.0 0.0
C -1.585847 -0.976081 -3.316335 0.0 0.0 0.0
H -3.813137 1.340991 -4.545030 0.0 0.0 0.0
H -4.532815 -0.618662 -5.916134 0.0 0.0 0.0
H -3.370612 -2.780836 -5.655818 0.0 0.0 0.0
H -1.677039 -4.159805 -4.584705 0.0 0.0 0.0
H 0.116797 -4.403555 -2.898142 0.0 0.0 0.0
H 0.793016 -2.527919 -1.501339 0.0 0.0 0.0
C -3.837071 -2.935720 -1.285746 0.0 0.0 0.0
C -3.443438 -2.045188 -0.140818 0.0 0.0 0.0
C -3.399706 -0.663523 -0.304996 0.1 0.0 0.0
C -2.915196 0.155142 0.699862 0.0 0.0 0.0
C -2.514642 -0.407803 1.906518 0.0 0.0 0.0
C -2.573619 -1.776951 2.104141 0.0 0.0 0.0
C -3.030591 -2.586010 1.073406 0.0 0.0 0.0
S -1.745105 0.592401 3.180685 0.0 0.0 0.0
C -3.142801 1.703669 3.449927 0.0 0.0 0.0
O -1.665203 -0.238234 4.413882 0.0 0.0 0.0
H -4.304739 -2.364363 -2.088519 0.0 0.0 0.0
H -4.526225 -3.718243 -0.960186 0.0 0.0 0.0
H -2.950137 -3.416484 -1.704820 0.0 0.0 0.0
H -3.680779 -0.229309 -1.256795 0.0 0.0 0.0
H -2.813667 1.219572 0.513241 0.0 0.0 0.0
H -2.230938 -2.217973 3.031110 0.0 0.0 0.0
H -3.015062 -3.660299 1.219244 0.0 0.0 0.0
H -3.987452 1.102041 3.783374 0.0 0.0 0.0
H -3.382603 2.236232 2.530874 0.0 0.0 0.0
H -2.838943 2.406788 4.224723 0.0 0.0 0.0
C 1.039120 4.874324 -0.287156 0.0 0.0 0.0
P -0.012412 3.600500 0.525600 -0.1 0.0 0.1
C -1.655443 4.408028 0.274719 0.0 0.1 0.0
C 0.264765 4.049583 2.280435 0.0 0.0 0.0
H 0.836448 5.877526 0.099980 0.0 0.0 0.0
H 0.860436 4.859916 -1.363613 0.0 0.0 0.0
H 2.090125 4.633044 -0.121768 0.0 0.0 0.0
H -1.653587 5.452813 0.601671 0.0 0.0 0.0
H -2.415991 3.868264 0.842859 0.0 0.0 0.0
H -1.939969 4.362178 -0.777829 0.0 0.0 0.0
H 0.160275 5.125850 2.450301 0.0 0.0 0.0
H 1.250484 3.691877 2.578430 0.0 0.0 0.0
H -0.450229 3.505686 2.900661 0.0 0.0 0.0
N 0.615181 -2.286209 3.305093 -0.1 0.1 -0.1
C 0.410938 -3.524833 2.841313 0.0 0.0 0.1
N 1.168021 -3.914903 1.818723 0.0 0.1 -0.1
S -0.768002 -4.561378 3.527545 0.0 0.0 0.0
H 1.422780 -1.715432 3.039629 0.0 0.0 0.1
H 0.029525 -1.949250 4.050924 0.0 0.0 0.0
H 1.778533 -3.250996 1.308129 0.0 0.0 0.0
H 1.006765 -4.840036 1.468907 0.0 0.0 0.0
```
Positions in Å, forces in eV/Å.

Atom charges from the Löwdin analysis, given in e for atoms 1 to 8: 0.74 -0.01 -0.65 -0.20 -0.11 -0.26 -0.11 -0.10

=====

# C30H37BrN7NiO2

C30H37BrN7NiO2 as an isolated structure (wB97M-V/def2-TZVPD, the OMol25 dataset).

Values from the calculation:
total charge	+1
max |F|	0.09	eV Å⁻¹
DFT total energy	-5781.2983	Eh

```
78
Properties=species:S:1:pos:R:3:forces:R:3
Ni -0.908173 0.067374 0.374936 0.1 0.0 0.0
Br 5.136677 -1.417394 6.306566 0.0 0.0 0.0
C 3.922554 -1.017323 4.918876 0.0 0.0 0.0
C 4.355409 -0.273897 3.830238 0.0 0.0 0.0
C 3.460382 0.017478 2.815638 0.0 0.0 0.0
C 2.145214 -0.430513 2.888241 0.0 0.0 0.0
C 1.727862 -1.175215 3.987241 0.0 0.0 0.0
C 2.615197 -1.471866 5.008283 0.0 0.0 0.0
C 1.204153 -0.095241 1.783185 0.0 -0.1 0.0
O 1.559661 0.583356 0.812591 0.0 0.0 0.0
O -0.000879 -0.563203 1.894482 -0.1 0.0 0.0
H 5.378732 0.070489 3.782218 0.0 0.0 0.0
H 3.769859 0.596464 1.956167 0.0 0.0 0.0
H 0.704392 -1.520362 4.040669 0.0 0.0 0.0
H 2.299863 -2.048898 5.866034 0.0 0.0 0.0
C -2.425158 1.740168 -3.234731 0.0 0.0 0.0
C -2.396064 1.068957 -2.028794 0.0 0.0 0.0
N -1.253929 0.858410 -1.364960 -0.1 0.0 0.0
C -0.104335 1.277373 -1.905562 0.0 0.0 0.0
C -0.040847 1.940558 -3.122839 0.0 0.0 0.0
C -1.235402 2.195258 -3.782654 0.0 0.0 0.0
C 1.274508 2.384133 -3.633298 0.0 0.0 0.0
C 2.306501 1.579895 -3.869437 0.0 0.0 0.0
C 2.276336 0.103820 -3.805136 0.0 0.0 0.0
C 3.399588 -0.616264 -3.417879 0.0 0.0 0.0
C 3.289749 -1.995793 -3.396369 0.0 0.0 0.0
N 2.175662 -2.626404 -3.762374 0.0 0.0 0.0
C 1.172210 -1.846278 -4.146532 0.0 0.0 0.0
N 1.150026 -0.520599 -4.169842 0.0 0.0 0.0
H -3.369191 1.899647 -3.735779 0.0 0.0 0.0
H -3.302924 0.688506 -1.578385 0.0 0.0 0.0
H 0.791866 1.089054 -1.321324 0.0 0.0 0.0
H -1.233294 2.723804 -4.727324 0.0 0.0 0.0
H 1.401129 3.451656 -3.777228 0.0 0.0 0.0
H 3.255652 2.020637 -4.151377 0.0 0.0 0.0
H 4.318124 -0.120038 -3.136989 0.0 0.0 0.0
H 4.120438 -2.618201 -3.083879 0.0 0.0 0.0
H 0.270650 -2.346683 -4.484657 0.0 0.0 0.0
C -0.813235 3.013273 0.665183 0.0 0.0 0.0
C -1.127585 4.262509 1.519230 0.0 0.0 0.0
N -2.169990 3.961932 2.495800 0.0 0.0 0.0
C -3.284436 3.313219 1.817338 0.0 0.0 0.0
C -2.863350 1.910533 1.313769 0.0 0.0 0.0
N -1.376215 1.795725 1.321278 0.0 0.0 0.0
C -0.950944 1.834065 2.757540 0.0 0.0 0.0
C -1.623876 3.025954 3.472528 0.0 0.0 0.0
H 0.256916 2.853442 0.535964 0.0 0.0 0.0
H -1.272221 3.100245 -0.318754 0.0 0.0 0.0
H -1.458371 5.081761 0.879999 0.0 0.0 0.0
H -0.243415 4.602960 2.058958 0.0 0.0 0.0
H -3.598175 3.946308 0.985896 0.0 0.0 0.0
H -4.126441 3.230774 2.504890 0.0 0.0 0.0
H -3.226434 1.742236 0.302986 0.0 0.0 0.0
H -3.251512 1.116107 1.953314 0.0 0.0 0.0
H 0.133332 1.930310 2.768788 0.0 0.0 0.0
H -1.207148 0.885252 3.219544 0.0 0.0 0.0
H -0.900137 3.543319 4.102530 0.0 0.0 0.0
H -2.437349 2.689686 4.116859 0.0 0.0 0.0
C 0.519999 -2.330070 -0.485061 0.0 0.0 0.0
C 0.480163 -3.852781 -0.767710 0.0 0.0 0.0
N -0.892315 -4.308728 -0.965269 0.0 0.0 0.0
C -1.651427 -4.107093 0.261207 0.0 0.0 0.0
C -1.573170 -2.628772 0.711657 0.0 0.0 0.0
N -0.869519 -1.808719 -0.324467 0.0 0.0 0.0
C -1.572602 -2.024888 -1.621225 0.0 0.0 0.0
C -1.502360 -3.520414 -2.023504 0.0 0.0 0.0
H 0.977932 -1.771749 -1.303836 0.0 0.0 0.0
H 1.075002 -2.113451 0.421561 0.0 0.0 0.0
H 0.904870 -4.407576 0.069474 0.0 0.0 0.0
H 1.064106 -4.089731 -1.657217 0.0 0.0 0.0
H -1.251551 -4.760137 1.036899 0.0 0.0 0.0
H -2.683579 -4.407580 0.077731 0.0 0.0 0.0
H -1.019276 -2.516227 1.638554 0.0 0.0 0.0
H -2.565217 -2.195248 0.854267 0.0 0.0 0.0
H -1.100642 -1.397960 -2.375100 0.0 0.0 0.0
H -2.604306 -1.693396 -1.494292 0.0 0.0 0.0
H -0.907353 -3.648719 -2.927572 0.0 0.0 0.0
H -2.500368 -3.909234 -2.227757 0.0 0.0 0.0
```
Positions in Å, forces in eV/Å.

Atom charges from the Löwdin analysis, given in e for atoms 1 to 8: 0.57 0.77 -0.69 -0.11 -0.01 -0.14 -0.01 -0.11

=====

# C30H37F20N2O10S2

A 3-piece molecular cluster, C30H37F20N2O10S2 overall in a non-equilibrium geometry (wB97M-V/def2-TZVPD, the OMol25 dataset).

Values from the calculation:
total charge	+1
max |F|	1.14	eV Å⁻¹
DFT total energy	-4820.6305	Eh

```
101
Properties=species:S:1:pos:R:3:forces:R:3
C -1.586109 -1.362729 -2.459923 0.2 -0.2 -0.1
C -0.381090 -1.186299 -3.386330 -0.2 0.5 -0.1
C 0.585461 -0.095928 -2.888991 0.0 -0.3 0.1
C 2.072183 -0.441150 -2.988790 -0.2 -0.1 0.1
C 2.493288 -1.756859 -2.321450 0.4 0.0 -0.2
C 2.968458 -1.685841 -0.869556 -0.5 0.2 -0.1
C 1.801084 -1.712287 0.131151 -0.2 -0.2 0.0
C 2.090065 -2.656024 1.308349 -0.2 0.5 -0.1
C 1.360780 -2.336633 2.644156 0.8 -0.6 0.1
C 2.242489 -1.420451 3.489152 -0.6 0.4 -0.2
O 2.771703 -0.392883 2.677293 0.3 -0.1 -0.3
N 3.332529 0.628939 3.606908 0.1 0.0 0.4
O 4.426487 0.854625 3.358175 -0.2 0.1 -0.3
N -0.030860 -1.831638 2.313774 -1.1 -0.3 0.3
C -0.745130 -0.917769 3.302701 0.0 0.0 -0.1
C -0.415431 0.561713 3.192433 -0.1 0.0 -0.3
C -0.919007 1.150379 1.872131 -0.2 0.2 -0.3
F 0.055418 1.177460 0.921739 -0.1 -0.1 0.3
F -1.906811 0.336332 1.371700 0.2 0.2 0.0
C -1.575362 2.561320 1.972627 -0.1 0.0 0.0
F -2.425621 2.471900 3.025964 0.1 0.2 -0.3
F -2.282541 2.820435 0.857599 0.0 -0.3 0.3
C -0.622090 3.780792 2.201007 -0.2 0.1 0.1
F 0.440243 3.360132 2.938096 -0.1 0.1 -0.2
F -1.298983 4.695880 2.920022 0.3 -0.3 -0.1
C -0.159277 4.498040 0.880531 -0.2 0.1 -0.2
F -1.169218 5.317299 0.516393 0.2 -0.2 0.0
F 0.055273 3.629145 -0.126240 -0.2 0.1 0.2
C 1.100524 5.400547 1.031713 0.0 0.1 0.2
F 1.168926 6.147872 -0.091655 -0.2 0.0 0.3
F 0.889471 6.203153 2.092299 0.2 -0.1 -0.3
C 2.468946 4.647842 1.181544 0.0 0.0 0.3
F 2.929696 4.779099 2.441871 -0.2 -0.2 -0.3
F 2.270142 3.330457 0.927830 0.3 0.2 0.2
C 3.591609 5.106328 0.208654 0.2 -0.3 -0.1
F 3.193019 4.856397 -1.054956 0.3 -0.1 0.3
F 4.643950 4.310253 0.503739 -0.2 0.2 -0.2
C 4.045428 6.607208 0.335020 0.0 -0.1 0.1
F 5.372501 6.679152 0.370734 -0.3 0.1 -0.1
F 3.561422 7.129281 1.470794 0.0 0.0 -0.2
F 3.585879 7.309048 -0.693057 0.2 0.0 0.1
C -0.845633 -3.105497 2.018527 0.0 0.0 0.0
C -0.049663 -4.296279 2.518234 0.2 -0.4 -0.4
C 1.086404 -3.727207 3.353200 -0.5 0.4 0.4
S 2.446402 -4.894061 3.424154 0.2 0.0 -0.4
S 0.405324 -3.557645 5.074098 -0.1 0.1 0.2
O -1.025632 -3.407386 4.973133 0.3 0.0 0.0
O 1.187527 -2.614913 5.826009 -0.1 -0.2 -0.1
C 0.628493 -5.214459 5.946626 0.1 0.2 -0.1
F -0.213741 -5.122588 6.968870 0.4 -0.3 -0.2
F 1.872853 -5.366104 6.374869 -0.4 0.0 0.1
F 0.289559 -6.222386 5.149195 -0.1 0.1 0.3
H -2.468008 -1.623402 -3.032117 -0.1 -0.1 0.1
H -1.788592 -0.435813 -1.927329 -0.1 0.1 0.1
H -1.410445 -2.169038 -1.741364 0.0 0.0 0.2
H 0.140810 -2.127290 -3.529997 -0.1 -0.2 0.0
H -0.771762 -0.898571 -4.359450 0.1 0.0 -0.2
H 0.413909 0.821851 -3.451294 -0.1 0.1 0.0
H 0.331800 0.133314 -1.850464 0.1 0.1 0.1
H 2.343839 -0.499968 -4.041793 0.0 0.1 -0.1
H 2.639147 0.384684 -2.555877 0.2 0.1 -0.1
H 3.301000 -2.181296 -2.916877 0.1 -0.1 0.0
H 1.678631 -2.476632 -2.372432 0.0 -0.2 -0.1
H 3.613852 -2.538728 -0.666827 0.1 -0.1 0.0
H 3.555138 -0.780765 -0.723693 0.2 0.0 0.1
H 1.535855 -0.709468 0.449608 0.2 0.3 0.1
H 0.925743 -2.094534 -0.403571 -0.1 0.0 0.0
H 3.154849 -2.643457 1.515208 0.1 0.0 0.1
H 1.838743 -3.660111 0.984046 0.2 -0.1 0.0
H 3.053648 -2.020633 3.895836 0.1 -0.2 0.0
H 1.715547 -0.989891 4.333412 -0.1 0.1 0.2
H -0.067853 -1.335117 1.421010 0.7 0.1 0.0
H -1.803231 -1.039797 3.100905 0.0 -0.1 0.0
H -0.581053 -1.281935 4.299685 0.2 0.0 0.3
H -0.931009 1.048465 4.016553 -0.1 0.0 0.0
H 0.630239 0.804394 3.309777 0.3 0.0 -0.1
H -1.803558 -3.045070 2.516403 -0.1 0.2 0.0
H -0.981043 -3.158213 0.943582 -0.1 0.1 -0.1
H 0.388908 -4.840422 1.684817 0.0 0.0 -0.1
H -0.662339 -5.012773 3.052114 -0.1 0.1 0.2
H 3.228704 -4.151721 4.205815 0.2 0.1 0.2
C -2.966287 4.034649 -5.278302 0.0 0.0 0.1
C -2.665768 4.107715 -3.792935 0.0 0.0 0.0
O -2.936802 2.763478 -3.361589 0.0 0.1 0.1
C -2.815363 1.941574 -4.428309 0.0 0.1 -0.2
O -2.816604 0.754536 -4.389131 -0.1 -0.1 0.2
O -2.689978 2.659508 -5.562792 0.0 0.1 -0.2
H -2.334521 4.673193 -5.887848 0.1 -0.1 0.0
H -4.013967 4.235803 -5.504582 0.0 0.0 0.0
H -1.617778 4.332874 -3.596282 0.0 0.0 0.0
H -3.296343 4.804638 -3.249578 -0.1 -0.1 0.1
C -5.295227 -2.254853 -4.819039 0.0 0.0 -0.1
C -5.649274 -3.419101 -5.730835 0.0 0.1 0.1
O -4.362252 -3.990519 -5.998305 -0.1 -0.1 -0.1
C -3.519750 -3.651284 -5.001129 -0.1 0.1 0.0
O -2.431956 -4.096807 -4.839164 0.1 -0.1 0.0
O -4.093161 -2.724864 -4.198703 -0.1 0.0 0.1
H -6.044738 -2.041656 -4.062691 0.1 -0.1 0.1
H -5.064802 -1.343600 -5.372268 0.0 0.0 0.0
H -6.266668 -4.167503 -5.232228 0.0 0.0 0.0
H -6.121568 -3.121858 -6.662039 0.1 0.0 -0.1
```
Positions in Å, forces in eV/Å.

Atom charges from the Löwdin analysis, given in e for atoms 1 to 8: -0.10 -0.24 -0.21 -0.19 -0.20 -0.17 -0.18 -0.12

=====

> Number 3 is which compound?

C30H37F20N2O10S2